ORCA calculation (the ωB97M-V functional and the def2-TZVPD basis) on a structure of composition C44H37GeN2S4Ta in a non-equilibrium geometry.

The LUMO energy is -0.01081 Eh. Its multiplicity is 1. The HOMO energy comes out at -5.4553 eV. The maximum force comes out at 2.578 eV/A.

Structure (XYZ):
```
89
Properties=species:S:1:pos:R:3:forces:R:3
Ta 0.664 -0.251 -0.029 -0.557 -1.151 2.238
S 1.854 -0.470 2.713 0.333 0.194 -0.775
C 2.158 1.285 2.865 -0.016 -0.018 0.199
C 2.995 1.616 3.939 -0.071 -0.003 -0.036
C 3.319 2.925 4.230 0.020 0.013 0.035
C 2.779 3.957 3.471 0.002 0.059 -0.059
C 1.971 3.646 2.394 -0.026 -0.037 0.051
C 1.693 2.320 2.059 0.067 0.074 0.015
S 0.747 2.150 0.527 0.370 0.425 0.066
C 2.090 2.651 -0.631 -0.342 0.026 0.114
C 2.860 1.545 -1.302 0.000 0.067 0.067
C 3.900 1.904 -2.145 0.177 -0.115 -0.130
C 4.547 0.922 -2.874 -0.224 0.053 0.131
C 4.129 -0.392 -2.734 0.060 0.009 -0.011
C 3.117 -0.697 -1.841 0.063 0.026 -0.150
C 2.733 -2.139 -1.663 -0.527 -0.410 0.134
S 1.076 -2.460 -0.906 0.352 0.727 -0.403
C -0.042 -2.550 -2.314 -0.230 -0.381 -0.286
C 0.119 -3.564 -3.257 -0.042 0.091 0.038
C -0.828 -3.756 -4.246 0.049 -0.116 -0.073
C -1.968 -2.958 -4.264 -0.011 0.066 0.003
C -2.137 -1.965 -3.318 0.077 -0.033 0.062
C -1.177 -1.732 -2.327 0.070 -0.426 -0.237
S -1.416 -0.365 -1.226 0.349 0.380 0.127
N 2.502 0.265 -1.121 0.518 0.114 -0.222
H 3.372 0.806 4.551 0.005 0.035 0.054
H 3.974 3.148 5.062 -0.025 -0.019 0.027
H 2.985 4.991 3.711 0.027 -0.006 0.002
H 1.546 4.434 1.783 -0.009 0.019 0.024
H 2.765 3.298 -0.074 0.006 0.061 -0.074
H 1.599 3.248 -1.403 0.089 0.010 -0.045
H 4.186 2.943 -2.236 -0.039 0.017 -0.003
H 5.352 1.176 -3.550 -0.004 0.010 -0.024
H 4.590 -1.183 -3.309 0.013 -0.016 0.028
H 3.399 -2.597 -0.928 0.108 0.000 -0.101
H 2.815 -2.685 -2.603 0.145 0.051 -0.017
H 0.996 -4.200 -3.206 -0.035 -0.060 -0.012
H -0.694 -4.540 -4.980 0.004 0.022 -0.021
H -2.725 -3.111 -5.022 -0.005 -0.025 0.007
H -3.024 -1.343 -3.317 -0.010 0.008 -0.058
N 0.699 0.605 -3.525 0.073 0.243 -0.322
C 0.902 1.340 -4.695 0.143 0.007 0.002
C 0.482 2.668 -4.779 0.005 -0.040 0.050
C 0.737 3.412 -5.919 -0.013 -0.025 0.011
C 1.416 2.852 -6.991 -0.002 0.085 -0.075
C 1.829 1.529 -6.915 -0.010 -0.013 -0.001
C 1.578 0.777 -5.779 0.003 0.020 0.063
H 0.681 -0.393 -3.683 -0.152 -0.029 0.065
H -0.110 0.896 -2.990 -0.079 -0.182 0.026
H -0.056 3.104 -3.944 -0.013 0.019 -0.017
H 0.386 4.435 -5.974 0.031 0.014 0.005
H 1.613 3.439 -7.877 -0.007 -0.023 -0.013
H 2.341 1.074 -7.753 0.026 0.004 0.012
H 1.898 -0.258 -5.721 -0.003 0.000 -0.024
C 0.343 -0.668 1.891 -0.713 -0.082 -0.617
Ge -1.400 -0.886 2.699 -0.106 0.269 -0.161
C -2.108 0.961 2.620 -0.064 -0.329 0.128
C -1.426 1.948 3.333 -0.054 -0.071 0.035
C -1.753 3.288 3.190 0.052 0.021 0.030
C -2.779 3.661 2.332 -0.016 0.045 -0.015
C -3.465 2.691 1.617 -0.015 0.025 -0.064
C -3.127 1.350 1.755 0.033 -0.036 0.056
C -2.538 -2.095 1.633 0.093 0.224 0.296
C -3.922 -2.006 1.761 0.072 0.009 0.037
C -4.760 -2.809 1.000 -0.066 0.026 -0.006
C -4.221 -3.720 0.104 -0.009 -0.009 -0.012
C -2.843 -3.843 -0.006 0.031 -0.065 -0.025
C -2.012 -3.040 0.761 -0.023 -0.055 0.041
C -1.418 -1.577 4.540 0.065 0.138 -0.278
C -1.903 -0.844 5.617 0.014 0.018 -0.062
C -1.934 -1.398 6.890 -0.007 0.001 0.071
C -1.480 -2.693 7.094 0.001 0.000 0.027
C -1.001 -3.437 6.024 0.027 -0.033 0.001
C -0.971 -2.880 4.755 0.025 0.058 -0.011
H -0.617 1.659 3.999 0.022 0.073 0.006
H -1.197 4.041 3.737 -0.031 0.004 0.027
H -3.039 4.706 2.219 0.002 0.000 -0.005
H -4.257 2.979 0.937 -0.002 0.002 0.004
H -3.648 0.601 1.170 -0.017 0.043 -0.038
H -4.347 -1.294 2.461 -0.076 -0.022 -0.024
H -5.835 -2.719 1.101 0.002 -0.004 0.001
H -4.872 -4.336 -0.504 -0.001 -0.005 0.008
H -2.415 -4.558 -0.700 -0.001 -0.002 0.013
H -0.938 -3.142 0.676 0.042 -0.009 -0.021
H -2.266 0.165 5.455 -0.006 0.003 0.056
H -2.313 -0.822 7.725 -0.003 0.011 -0.009
H -1.500 -3.124 8.087 -0.014 -0.001 0.000
H -0.654 -4.451 6.182 0.005 0.001 -0.005
H -0.603 -3.459 3.915 0.010 -0.067 0.050
```
Positions in Å, forces in eV/Å.

=====

ORCA calculation (the ωB97M-V functional and the def2-TZVPD basis) on a structure of composition C44H37P2Pr in a non-equilibrium geometry.

The net charge is +2. The LUMO energy (spin up / spin down) is -0.22862 / -0.22298 Eh. Its multiplicity is 3. The HOMO energy (spin up / spin down) comes out at -13.4249 / -13.4235 eV. The maximum force comes out at 1.961 eV/A.

Structure (XYZ):
```
84
Properties=species:S:1:pos:R:3:forces:R:3
C 0.201 1.833 -2.780 -0.049 0.263 -0.025
C 0.640 2.215 -1.500 0.071 -0.393 -0.187
C 1.908 2.814 -1.381 -0.260 0.182 0.082
C 2.640 3.150 -2.524 -0.189 -0.257 0.012
C 2.129 2.879 -3.796 0.028 -0.398 0.240
C 0.923 2.190 -3.922 -0.085 -0.081 0.254
P -0.397 1.747 -0.027 0.906 0.856 0.280
C -0.035 3.127 1.162 -0.053 -0.153 0.499
C 0.845 2.960 2.266 -0.376 0.538 -0.666
C 1.179 4.061 3.066 0.051 -0.134 0.191
C 0.630 5.323 2.802 -0.134 -0.178 -0.308
C -0.281 5.483 1.746 0.143 -0.473 0.300
C -0.648 4.373 0.969 0.272 0.307 0.152
Pr 0.744 -0.507 1.496 -0.439 0.783 -0.021
P 0.887 -1.584 -1.080 0.229 -0.512 0.638
C 2.670 -1.137 -1.309 0.812 -0.775 -0.648
C 3.203 -1.208 -2.609 -0.256 0.129 0.056
C 4.327 -0.451 -2.969 0.387 -0.154 0.500
C 5.097 0.174 -1.974 -0.629 0.106 -0.348
C 4.716 0.035 -0.633 -0.103 -0.152 0.123
C 3.542 -0.649 -0.286 -0.530 0.388 -0.515
C 1.040 -2.936 0.164 -0.190 -0.545 0.313
C -0.053 -3.141 1.051 0.445 -0.086 0.033
C 0.072 -3.988 2.165 -0.148 0.198 -0.186
C 1.255 -4.708 2.349 0.057 -0.038 0.255
C 2.333 -4.527 1.475 -0.011 0.003 0.162
C 2.237 -3.636 0.407 -0.116 0.212 0.226
C -0.080 -2.186 -2.494 -0.350 -0.615 -0.659
C -1.423 -1.758 -2.703 0.699 0.161 0.130
C -2.143 -2.204 -3.812 0.128 -0.281 -0.146
C -1.572 -3.125 -4.705 0.264 0.112 0.363
C -0.287 -3.629 -4.453 -0.152 0.104 0.135
C 0.447 -3.180 -3.350 -0.155 0.251 -0.127
C -2.121 2.005 -0.537 -0.682 -0.230 -0.047
C -2.446 2.931 -1.537 -0.249 0.015 -0.174
C -3.768 3.102 -1.955 -0.161 -0.238 0.359
C -4.797 2.376 -1.339 0.269 -0.178 0.019
C -4.490 1.448 -0.328 -0.231 0.398 -0.272
C -3.166 1.279 0.072 0.188 -0.147 -0.052
H -0.982 -2.579 0.908 0.134 -0.296 -0.062
H -0.747 -4.052 2.896 0.360 -0.105 -0.477
H 1.348 -5.389 3.206 -0.016 0.366 -0.463
H 3.276 -5.048 1.666 -0.391 0.123 -0.157
H 3.107 -3.438 -0.213 -0.131 -0.154 0.013
H 2.695 -1.857 -3.347 0.321 0.900 0.441
H 4.578 -0.336 -4.031 0.130 -0.277 0.503
H 5.970 0.781 -2.244 -0.418 -0.349 0.158
H 5.318 0.495 0.159 -0.135 -0.386 -0.319
H 3.385 -0.852 0.790 -0.107 0.255 -0.446
H -1.905 -1.079 -1.994 0.256 -0.044 -0.236
H -3.162 -1.844 -3.993 0.463 -0.135 0.195
H -2.129 -3.471 -5.582 0.214 0.176 0.403
H 0.138 -4.384 -5.121 -0.120 0.293 0.284
H 1.438 -3.605 -3.163 -0.324 0.147 -0.065
H -1.675 3.531 -2.010 -0.029 -0.144 0.013
H -3.994 3.796 -2.768 0.071 -0.150 0.343
H -5.835 2.526 -1.654 0.440 -0.107 0.118
H -5.302 0.863 0.136 0.568 0.370 -0.203
H -2.935 0.566 0.867 -0.123 0.275 -0.372
H 1.285 1.980 2.529 -0.065 0.413 -0.171
H 1.868 3.937 3.913 -0.396 0.045 -0.456
H 0.891 6.180 3.435 -0.065 -0.418 -0.319
H -0.711 6.466 1.549 0.036 -0.364 0.063
H -1.433 4.474 0.213 0.459 0.067 0.187
H 2.324 3.063 -0.400 -0.228 -0.046 -0.281
H 3.628 3.596 -2.418 -0.298 0.006 -0.013
H 2.721 3.109 -4.677 -0.146 0.109 0.095
H 0.564 1.844 -4.898 0.147 0.401 0.363
H -0.735 1.277 -2.898 0.280 0.235 0.039
H 2.108 -0.227 -4.293 -1.098 0.144 -0.226
H 1.357 -0.164 -4.185 0.759 -0.177 -0.387
C -1.421 -0.432 2.062 0.316 -0.613 1.836
C -1.570 -0.823 3.244 -0.678 0.589 -1.699
C -2.091 -1.243 4.500 -0.310 -0.748 0.966
C -1.219 -1.743 5.485 0.107 0.021 -0.177
C -1.702 -2.178 6.713 -0.437 -0.049 0.044
C -3.084 -2.129 6.966 0.299 0.194 -0.315
C -3.977 -1.694 5.977 0.410 -0.162 0.081
C -3.489 -1.277 4.741 0.462 -0.018 -0.057
H -0.155 -1.829 5.235 -0.330 0.143 0.301
H -1.021 -2.579 7.469 -0.252 0.210 -0.295
H -3.469 -2.442 7.933 0.088 -0.001 -0.166
H -5.049 -1.719 6.186 0.370 0.073 -0.204
H -4.162 -1.029 3.927 0.007 0.199 0.179
```
Positions in Å, forces in eV/Å.